(1)
Formula: C7H39NO11
Source: the Open Molecules 2025 dataset
Level of theory: ωB97M-V/def2-TZVPD

Results
Orbital gap (spin up / spin down)   8.95 / 4.54 eV
Charge   +1
Calculated total energy   -1172.1401 hartree
ΔE to the lowest compared entry with this formula, charge and spin   11.19 kcal/mol
Spin multiplicity   2

CARTESIAN COORDINATES (ANGSTROEM)
C1 -3.555 -1.615 1.703
C2 -3.666 -0.548 0.562
C3 -3.546 0.931 0.949
N1 -2.891 -0.941 -0.592
C4 -1.438 -0.802 -0.687
C5 -0.661 -2.081 -0.248
C6 0.314 -2.563 -1.356
C7 0.041 -2.097 1.105
H1 -2.514 -1.694 2.004
H2 -3.958 -2.590 1.417
H3 -4.100 -1.298 2.584
H4 -4.703 -0.789 0.271
H5 -2.508 1.251 0.847
H6 -4.240 1.449 0.290
H7 -3.777 1.062 2.004
H8 -3.168 -1.902 -0.821
H9 -1.145 -0.625 -1.706
H10 -1.143 0.108 -0.181
H11 -1.458 -2.836 -0.169
H12 0.648 -1.703 -1.936
H13 1.191 -2.980 -0.868
H14 -0.107 -3.322 -2.008
H15 0.295 -3.126 1.372
H16 0.990 -1.554 1.135
H17 -0.572 -1.671 1.891
H18 1.439 5.155 -1.811
H19 0.115 4.506 -1.261
O1 0.690 5.256 -1.180
H20 2.043 1.201 3.022
H21 3.015 0.980 1.900
O2 2.514 0.472 2.615
H22 2.031 4.613 0.224
H23 1.354 3.519 -0.455
O3 1.552 3.807 0.444
H24 2.404 -0.677 1.262
H25 2.409 -1.796 0.208
O4 2.235 -0.850 0.322
H26 -3.247 -0.460 -3.456
H27 -4.218 0.389 -2.851
O5 -3.532 0.457 -3.543
H28 2.291 -3.433 1.705
H29 3.812 -3.382 1.340
O6 2.932 -3.543 0.984
H30 1.684 1.622 -1.982
H31 0.270 2.195 -2.075
O7 1.190 2.465 -1.952
H32 4.291 0.913 -1.455
H33 3.109 0.202 -0.714
O8 3.366 0.958 -1.276
H34 -2.149 1.361 -2.883
H35 -1.699 2.600 -3.612
O9 -1.394 1.933 -2.971
H36 3.915 1.833 0.114
H37 2.782 2.656 0.761
O10 3.636 2.202 0.972
H38 1.542 -1.922 3.237
H39 2.806 -1.219 3.575
O11 2.484 -2.075 3.230

(2)
Formula: C7H39NO13
Source: the Open Molecules 2025 dataset
Level of theory: ωB97M-V/def2-TZVPD

Results
Orbital gap   8.35 eV
Charge   0
Calculated total energy   -1322.9223 hartree
ΔE to the lowest compared entry with this formula, charge and spin   83.44 kcal/mol

CARTESIAN COORDINATES (ANGSTROEM)
C1 2.601 0.305 -2.556
C2 1.776 1.443 -1.917
C3 1.168 0.933 -0.621
C4 1.634 1.141 0.601
N1 2.880 1.653 0.970
C5 -0.101 0.152 -0.844
C6 -0.627 -0.905 0.088
C7 -1.809 -1.493 0.151
H1 3.587 0.483 -2.151
H2 2.533 0.265 -3.638
H3 2.364 -0.696 -2.161
H4 0.939 1.552 -2.658
H5 2.270 2.398 -1.855
H6 0.983 0.866 1.476
H7 3.608 1.826 0.303
H8 2.920 2.157 1.835
H9 -1.032 0.733 -1.067
H10 -0.047 -0.423 -1.800
H11 0.189 -1.181 0.756
H12 -1.962 -2.298 0.856
H13 -2.548 -1.271 -0.594
H14 1.092 -1.929 3.532
H15 0.335 -3.182 2.783
O1 0.427 -2.623 3.589
H16 -0.969 2.702 -2.291
H17 -1.298 3.436 -3.662
O2 -1.385 2.614 -3.181
H18 -0.730 3.027 0.079
H19 0.352 3.712 -0.665
O3 -0.561 3.429 -0.793
H20 -1.721 0.371 3.894
H21 -0.493 -0.683 4.068
O4 -0.872 0.181 4.296
H22 0.347 2.525 2.287
H23 -1.028 2.663 2.858
O5 -0.479 3.023 2.146
H24 -2.785 1.605 -2.718
H25 -3.877 0.979 -1.733
O6 -3.396 0.861 -2.556
H26 -3.405 2.282 1.038
H27 -2.968 0.846 1.230
O7 -3.763 1.398 1.185
H28 2.759 -1.143 2.357
H29 3.089 -1.981 3.578
O8 2.749 -1.111 3.327
H30 0.486 -2.809 -1.610
H31 0.023 -4.119 -2.380
O9 0.635 -3.758 -1.730
H32 1.934 -4.003 0.979
H33 0.598 -4.686 1.490
O10 1.145 -3.895 1.513
H34 -1.907 -0.714 -4.307
H35 -0.604 -0.370 -5.068
O11 -1.077 -1.089 -4.636
H36 1.267 0.899 3.916
H37 2.532 1.383 3.263
O12 1.687 1.710 3.586
H38 -1.177 -2.820 -3.867
H39 -2.504 -3.101 -3.211
O13 -1.588 -3.401 -3.198

(3)
Formula: C7H3HgNO5
Source: the Open Molecules 2025 dataset
Level of theory: ωB97M-V/def2-TZVPD

Results
Orbital gap   8.18 eV
Charge   +2
Calculated total energy   -851.7525 hartree
ΔE to the lowest compared entry with this formula, charge and spin   264.79 kcal/mol

CARTESIAN COORDINATES (ANGSTROEM)
O1 0.002 3.061 -1.163
C1 0.001 1.911 -1.163
Hg1 0.000 0.000 -1.163
O2 0.000 0.000 -4.224
C2 0.000 0.000 -3.074
C3 -0.002 -1.911 -1.163
O3 -0.002 -3.061 -1.163
C4 -1.911 0.001 -1.163
O4 -3.061 0.002 -1.163
C5 1.911 -0.002 -1.163
O5 3.061 -0.002 -1.162
C6 0.001 0.001 3.456
C7 0.000 0.000 1.992
N1 0.000 0.000 0.835
H1 -0.905 0.523 3.827
H2 0.906 0.524 3.826
H3 0.001 -1.045 3.827

(4)
Formula: C7H3NO9PbSe
Source: the Open Molecules 2025 dataset
Level of theory: ωB97M-V/def2-TZVPD

Results
Orbital gap   9.08 eV
Charge   0
Calculated total energy   -3594.6334 hartree
ΔE to the lowest compared entry with this formula, charge and spin   0.00 kcal/mol

CARTESIAN COORDINATES (ANGSTROEM)
Pb1 0.639 -1.015 -2.545
O1 0.538 0.215 3.843
C1 0.442 -0.093 2.540
C2 -0.780 -0.237 1.884
C3 -0.763 -0.539 0.543
N1 0.365 -0.728 -0.147
C4 1.533 -0.577 0.483
C5 1.617 -0.258 1.822
C6 2.812 -0.723 -0.346
O2 3.871 -0.582 0.214
O3 2.623 -0.964 -1.608
C7 -2.073 -0.654 -0.177
O4 -3.107 -0.908 0.340
O5 -1.977 -0.503 -1.578
H1 -0.338 0.327 4.234
H2 -1.728 -0.108 2.390
H3 2.589 -0.134 2.276
O6 -2.346 0.885 -1.745
Se1 -1.184 1.590 -2.969
O7 -1.341 0.644 -4.260
O8 0.271 1.253 -2.249
O9 -1.661 3.108 -2.944

(5)
Formula: C7H4
Source: the Open Molecules 2025 dataset
Level of theory: ωB97M-V/def2-TZVPD

Results
Orbital gap (spin up / spin down)   7.44 / 6.69 eV
Charge   0
Calculated total energy   -268.7941 hartree
ΔE to the lowest compared entry with this formula, charge and spin   91.84 kcal/mol
SMILES   C1=CC2C3=C2C3=C1

CARTESIAN COORDINATES (ANGSTROEM)
C1 -1.459 0.387 0.352
C2 -0.731 0.601 -0.780
C3 -0.644 -0.521 1.112
C4 0.628 -0.247 1.618
C5 0.611 0.076 -0.863
C6 1.270 -0.479 0.299
C7 0.175 -1.618 0.642
H1 -2.302 0.969 0.684
H2 -1.063 1.285 -1.546
H3 1.171 0.181 -1.779
H4 2.344 -0.635 0.262

(6)
Formula: C7H4
Source: the Open Molecules 2025 dataset
Level of theory: ωB97M-V/def2-TZVPD

Results
Orbital gap   9.64 eV
Charge   0
Calculated total energy   -268.8805 hartree
ΔE to the lowest compared entry with this formula, charge and spin   37.63 kcal/mol

CARTESIAN COORDINATES (ANGSTROEM)
C1 0.557 -0.719 -1.942
C2 0.554 0.225 -0.858
C3 -0.714 -1.547 0.318
C4 -0.589 -0.437 1.167
C5 -0.122 -1.201 -0.870
C6 0.149 0.491 0.474
C7 0.655 1.632 -0.269
H1 -1.172 -2.493 0.529
H2 -0.956 -0.339 2.175
H3 1.665 1.989 -0.098
H4 -0.027 2.401 -0.628